Computed, not measured: an isolated molecule of C5H12N2O, with ωB97M-V with the def2-TZVPD basis set.

Structure (ORCA input):
```
! RIJCOSX wB97M-V def2-TZVPD def2/J DEFGRID3
* xyz 0 1
C -0.70565 -1.69505 2.32335
N -0.00150 -1.18557 1.16185
C 0.15209 0.26990 1.27187
C 0.82188 0.75658 -0.01937
C -0.08827 0.89069 -1.27884
N -0.65382 -0.52953 -1.60268
C 0.74150 1.65539 -2.43502
O 0.57491 2.86319 -2.36938
H -1.45380 -0.94395 2.59240
H 0.09243 -1.87781 3.07440
H -1.18168 -2.60033 2.00140
H -0.47706 -1.36959 0.32128
H -0.93718 0.76548 1.16528
H 0.96949 0.48758 1.97748
H 1.66617 0.01434 -0.07248
H 1.25942 1.76011 0.07771
H -0.90491 1.58006 -1.06450
H 0.11795 -1.28219 -1.56479
H -1.25053 -0.64175 -2.41674
H 1.25856 1.08244 -3.14322
*
```

Output
Relative energy (zero: lowest compared OMol25 entry of this formula, charge and spin), eV: 3.353
Molar mass, g mol⁻¹: 116.16
Lowest unoccupied orbital energy, eV: 0.799
SMILES: CNCC[C@H](N)C=O
Gap between HOMO and LUMO, eV: 9.492

Calculated atomic charges, method Mulliken, unit e: -0.9487, -0.4771, -0.3238, -1.0308, 0.1645, -0.6634, -0.2140, -0.4798, 0.2948, 0.2419, 0.3935, 0.3947, 0.3302, 0.3106, 0.3881, 0.3788, 0.3760, 0.2470, 0.2036, 0.4140

***

Computed, not measured: C46H50N11O2V as an isolated structure, with ωB97M-V with the def2-TZVPD basis set.

Structure (ORCA input):
```
! RIJCOSX wB97M-V def2-TZVPD def2/J DEFGRID3
* xyz 2 3
V 0.81018 1.92141 -0.84909
C 5.15626 1.78831 -1.15433
C 3.78011 1.96116 -1.70308
O 2.77436 1.70973 -1.00750
N 3.63295 2.41003 -2.95055
C 2.30693 2.55177 -3.53068
C 1.54204 3.75322 -3.00444
C 1.58616 4.95136 -3.69464
C 0.85405 6.03431 -3.23267
C 0.06821 5.87125 -2.10222
C 0.06742 4.64889 -1.46609
N 0.81200 3.60732 -1.87904
H 5.11653 1.09885 -0.31540
H 5.52460 2.75211 -0.79569
H 5.85015 1.41603 -1.90601
H 4.44436 2.59864 -3.51772
H 1.74545 1.63061 -3.33148
H 2.41503 2.64466 -4.60769
H 2.18117 5.02922 -4.59465
H 0.87606 6.97717 -3.76220
H -0.53292 6.68032 -1.71285
H -0.55475 4.47330 -0.59763
C -4.28100 0.19574 -2.31781
N -3.13968 0.79267 -1.61509
C -1.92858 1.09041 -2.06963
N -1.24645 1.72984 -1.11917
C -2.13465 1.78389 -0.07762
N -3.27569 1.21912 -0.34828
C -4.97626 -0.84811 -1.48413
C -6.27372 -0.62629 -1.04985
C -6.91191 -1.56563 -0.25163
C -6.26379 -2.73267 0.10238
C -4.97016 -2.98088 -0.36439
C -4.32909 -2.03213 -1.15039
C -4.33050 -4.23304 0.03036
N -4.82175 -5.09623 0.85370
N -3.90088 -6.08737 0.99765
C -2.89472 -5.79572 0.23757
O -3.09429 -4.60952 -0.40458
C -1.67485 -6.59701 0.11166
C -1.49003 -7.57989 1.08680
C -0.36239 -8.37727 1.05796
C 0.57941 -8.20396 0.05906
C 0.39894 -7.24534 -0.93333
C 1.42321 -7.25291 -2.05027
N 1.61265 -6.03913 -2.81841
C 2.41577 -4.98890 -2.58534
N 2.42267 -4.17756 -3.62260
C 1.59094 -4.80529 -4.49532
N 1.08107 -5.93120 -4.05066
C -0.72942 -6.43519 -0.90455
H -3.92395 -0.22397 -3.25863
H -4.97061 1.00883 -2.54251
H -1.58602 0.86631 -3.06724
H -1.91468 2.23045 0.87780
H -6.78607 0.29019 -1.31667
H -7.91697 -1.37806 0.10035
H -6.74892 -3.47590 0.71899
H -3.32848 -2.23046 -1.51117
H -2.24066 -7.69564 1.85441
H -0.22072 -9.13853 1.81300
H 1.45285 -8.84496 0.02698
H 1.13015 -8.00851 -2.77893
H 2.38717 -7.54128 -1.63315
H 2.97167 -4.84550 -1.67254
H 1.36707 -4.43145 -5.48070
H -0.89319 -5.71872 -1.70100
C -1.25385 -1.18895 4.05943
C -0.73848 -0.77533 2.71033
C -0.87939 -1.61740 1.61167
C -0.32605 -1.29751 0.37925
C -0.46928 -2.19421 -0.81943
C 0.38647 -0.11201 0.28421
C 0.43864 0.82731 1.33280
C -0.12286 0.46575 2.55463
N 0.92636 2.08334 0.93308
C 1.43042 3.09970 1.88070
C 2.24528 4.16876 1.12729
C 2.77296 5.23450 2.09691
C 1.59484 5.90735 2.80606
C 0.80322 4.84904 3.57710
C 1.70576 4.15376 4.60113
C 2.90108 3.51493 3.88718
C 3.68877 4.58674 3.13518
C 2.39718 2.45942 2.89872
C 0.26109 3.81343 2.58603
H -1.64882 -2.20239 4.03193
H -2.04227 -0.52093 4.40902
H -0.44776 -1.15489 4.79352
H -1.41557 -2.54972 1.73047
H -1.14883 -3.01772 -0.61346
H 0.48900 -2.62116 -1.12013
H -0.85119 -1.62986 -1.67347
H 0.99546 0.03732 -0.62079
H -0.11804 1.13990 3.39728
H 1.62478 4.66028 0.37754
H 3.08476 3.68473 0.62053
H 3.33293 5.97926 1.52564
H 0.94466 6.39875 2.07460
H 1.96359 6.67676 3.48726
H -0.03667 5.32157 4.09072
H 1.13728 3.39001 5.14029
H 2.05733 4.87929 5.33744
H 3.54737 3.02687 4.61947
H 4.56592 4.14399 2.65374
H 4.04640 5.34743 3.83266
H 1.92190 1.65080 3.44849
H 3.23511 2.02504 2.34282
H -0.35269 4.31471 1.82750
H -0.37660 3.09843 3.10731
*
```

Output
Relative energy (zero: lowest compared OMol25 entry of this formula, charge and spin), eV: 1.400
Molar mass, g mol⁻¹: 839.92
Lowest unoccupied orbital energy (spin up / spin down), eV: -5.948 / -5.923
Gap between HOMO and LUMO (spin up / spin down), eV: 6.148 / 6.172

Results of the Mulliken charge analysis, in e, for atoms 1 through 99: -0.2192, -1.4435, 0.4842, -0.5200, 0.0285, -1.7467, 1.1244, -0.8715, -0.5207, -0.8567, -0.0843, 0.9508, 0.3301, 0.3172, 0.5147, 0.2978, 0.1665, 0.7360, 0.5366, 0.4498, 0.5117, 0.2082, -0.8391, 0.8092, -0.3999, 0.2116, -0.9270, -0.8209, 0.6816, -0.8233, -0.8501, -0.8918, -0.0331, 0.1099, 0.5368, -0.4401, -0.5469, 0.7334, -0.2532, 0.0528, -0.9800, -0.8409, -0.8360, 0.8931, -1.2689, 0.8138, 0.0220, -0.6266, -0.2240, -0.8605, 0.0889, 0.2576, 0.4375, 0.4720, 0.7341, 0.3888, 0.4201, 0.5699, 0.5876, 0.5330, 0.4099, 0.4315, 0.2945, 0.5314, 0.4485, 0.4416, 0.6131, -1.8842, 0.0495, -0.5515, 1.5563, -1.2110, -0.7024, 0.2417, -0.4697, 1.4809, 0.5071, -1.0240, 0.4794, -1.3807, 0.1403, -1.1816, 0.3776, -1.4453, -1.3057, -0.9597, 0.3869, 0.3969, 0.3652, 0.4192, -0.1749, 0.6639, 0.2043, 0.4274, 0.7157, -0.1341, -0.0703, 0.4084, 0.4466

***

Computed, not measured: C27H65Li2N3O5 as an isolated structure, with ωB97M-V with the def2-TZVPD basis set.

Structure (ORCA input):
```
! RIJCOSX wB97M-V def2-TZVPD def2/J DEFGRID3
* xyz 0 1
Li 13.98377 9.76226 -20.48384
Li 16.16652 9.14350 -21.62604
O 14.61332 10.00067 -22.29084
H 14.34215 10.57989 -23.01062
O 15.45679 8.68712 -19.93199
H 15.73733 8.30944 -19.09091
C 9.93804 10.96315 -19.57977
C 11.41298 10.79426 -19.95682
N 11.99108 9.44380 -19.86235
C 11.44458 8.56761 -20.92245
C 12.19910 7.26437 -21.06148
C 11.83032 8.89029 -18.52432
C 12.84601 9.47155 -17.54077
H 9.60398 11.93656 -19.93579
H 9.79319 10.92994 -18.50072
H 9.32473 10.18880 -20.03823
H 11.54798 11.11391 -20.99461
H 12.03142 11.47447 -19.37124
H 10.36595 8.39493 -20.78586
H 11.56781 9.12167 -21.85618
H 12.23292 6.68891 -20.13625
H 11.78194 6.66022 -21.86240
H 13.25134 7.48660 -21.28019
H 11.98112 7.81331 -18.54553
H 10.79898 9.01438 -18.15997
H 12.71875 9.00253 -16.56122
H 12.80872 10.55042 -17.39887
H 13.83463 9.18974 -17.91382
C 14.94610 6.94412 -16.08987
C 15.37887 5.61810 -15.47083
N 16.55710 5.74963 -14.62799
C 17.00031 4.46096 -14.13019
C 17.58003 3.56930 -15.23349
C 16.44895 6.75536 -13.57766
C 15.43098 6.48790 -12.46674
H 14.27878 6.79514 -16.94020
H 15.83824 7.38065 -16.54679
H 14.54489 7.63379 -15.35422
H 14.53343 5.14458 -14.93845
H 15.65555 4.94229 -16.28386
H 17.79781 4.64866 -13.40525
H 16.20309 3.90695 -13.60771
H 18.17945 4.15298 -15.93114
H 18.20175 2.78723 -14.79439
H 16.80218 3.04476 -15.79428
H 16.25355 7.72121 -14.04393
H 17.44241 6.85534 -13.12805
H 15.43411 7.33320 -11.77417
H 15.69215 5.59928 -11.89204
H 14.41462 6.37589 -12.84713
C 17.48291 10.60056 -23.98327
C 18.42762 9.51547 -23.49628
N 17.73878 8.41952 -22.76478
C 18.69226 7.77686 -21.83538
C 19.09082 8.67067 -20.66275
C 17.27110 7.40094 -23.72911
C 15.99060 6.72873 -23.25240
H 16.92177 11.04538 -23.15779
H 16.74656 10.21869 -24.68949
H 18.04922 11.41216 -24.44632
H 18.96010 9.07263 -24.35302
H 19.20837 9.94569 -22.87019
H 18.18544 6.90731 -21.40833
H 19.57660 7.41248 -22.37805
H 19.59685 8.07493 -19.90329
H 19.74700 9.49206 -20.95287
H 18.19012 9.10672 -20.22032
H 18.07962 6.68369 -23.91206
H 17.06352 7.91130 -24.67198
H 15.23241 7.48312 -23.03639
H 16.16280 6.12092 -22.35897
H 15.62343 6.03627 -24.01246
C 16.75326 11.78165 -19.02545
C 15.32995 12.27860 -18.91627
O 14.44557 11.76092 -19.55727
C 15.06411 13.39798 -17.94809
H 17.26000 11.85207 -18.05881
H 17.27361 12.43207 -19.73212
H 16.73658 10.74051 -19.34343
H 15.77144 14.21995 -18.05830
H 15.19703 12.98839 -16.94007
H 14.04362 13.76239 -18.03609
C 20.18714 9.90670 -16.30680
C 18.67419 10.06959 -16.22367
O 18.17607 10.97674 -15.60142
C 17.82475 9.08972 -16.98980
H 20.61127 10.87493 -16.57043
H 20.46464 9.18420 -17.07560
H 20.60385 9.58076 -15.35578
H 17.92851 8.10052 -16.53349
H 18.11937 9.05929 -18.03830
H 16.78601 9.41243 -16.93867
C 15.05385 5.06528 -19.68381
C 16.53892 4.80034 -19.77452
O 16.99969 3.94077 -20.48765
C 17.40629 5.67786 -18.92274
H 14.75954 4.95236 -18.63250
H 14.52068 4.36349 -20.31462
H 14.84169 6.11205 -19.92791
H 17.07589 5.69401 -17.87834
H 17.26130 6.70674 -19.27176
H 18.46027 5.41382 -18.93250
*
```

Output
Relative energy (zero: lowest compared OMol25 entry of this formula, charge and spin), eV: 0.000
Molar mass, g mol⁻¹: 525.72
Lowest unoccupied orbital energy, eV: 0.397
Gap between HOMO and LUMO, eV: 8.684

Results of the Mulliken charge analysis, in e, for atoms 1 through 99: 0.7840, 0.3050, -0.8590, -0.1393, 1.3169, -1.2272, -1.4189, -0.5206, 1.1908, -0.7320, -0.8834, -0.9197, -0.5449, 0.4327, 0.3433, 0.2822, 0.4970, 0.1391, 0.2600, 0.3449, 0.2541, 0.5001, -0.0549, 0.2883, 0.3933, 0.4096, 0.2962, -0.3623, -0.4588, -1.0816, 0.4801, -0.6263, -1.2769, -0.6070, -1.2810, 0.2152, -0.2586, 0.5318, 0.3463, 0.4181, 0.4865, 0.3803, 0.2426, 0.4254, 0.2984, 0.1653, 0.5868, 0.4375, 0.2885, 0.2840, -1.1986, -0.6993, 0.8342, -0.8471, -0.8092, -0.8846, -0.8926, 0.1476, 0.2773, 0.4588, 0.4024, 0.3902, 0.3189, 0.2975, 0.4637, 0.3860, -0.2067, 0.3528, 0.5241, 0.1388, 0.0214, 0.5120, -0.4503, 0.6868, -0.4499, -1.4904, 0.2093, 0.4435, -0.1923, 0.4221, 0.3249, 0.3469, -1.2013, 0.4905, -0.5797, 0.3026, 0.3364, 0.2945, 0.3283, 0.4333, -0.4352, -0.0393, -0.5262, 0.5687, -0.6534, 0.9725, 0.3488, 0.4290, -0.3303

***

Computed, not measured: a 2-piece molecular cluster, C12H15FNO overall, with ωB97M-V with the def2-TZVPD basis set.

Structure (ORCA input):
```
! RIJCOSX wB97M-V def2-TZVPD def2/J DEFGRID3
* xyz 1 1
C -0.99728 2.93337 0.33494
C -0.34281 2.62412 -0.89409
C -1.34750 1.94669 1.21435
C 0.09231 1.33260 -1.10494
C -0.92825 0.66805 1.01977
C -0.22765 0.27963 -0.15046
C 3.02677 0.56835 -1.17343
C 2.53050 -0.39173 -0.41576
C -3.42778 -1.18840 -0.16065
C 3.02294 -0.62343 1.05056
C -3.52403 -2.34168 0.60620
C 1.48484 -1.31906 -0.94091
N 0.05333 -1.00748 -0.50235
O -3.20312 -0.27743 -0.78654
F -0.50278 -1.96829 0.37524
H -1.26128 3.94545 0.59109
H -0.16307 3.34677 -1.75665
H -1.87609 2.02787 2.24122
H 0.47830 1.26100 -2.12330
H -1.11036 -0.00713 1.87666
H 2.68595 0.64836 -2.27981
H 3.73418 1.31345 -0.71941
H 4.02505 -0.92410 0.90283
H 2.47639 -1.46022 1.49996
H 2.89477 0.21185 1.64325
H -4.38264 -2.27357 1.27573
H -2.56291 -2.53822 1.09598
H -3.77534 -3.08627 -0.09927
H 1.58591 -1.34467 -1.94661
H 1.54164 -2.35590 -0.67361
*
```

Output
Relative energy (zero: lowest compared OMol25 entry of this formula, charge and spin), eV: 2.670
Molar mass, g mol⁻¹: 208.26
Lowest unoccupied orbital energy, eV: -5.146
Gap between HOMO and LUMO, eV: 5.952

Calculated atomic charges, method Mulliken, unit e: -0.6215, -0.5059, -0.2957, -0.0705, -0.1133, -0.2232, -0.7507, 1.0594, 0.7674, -1.5519, -0.7430, -1.4381, 0.1251, -0.0127, -0.2630, 0.3897, 0.3265, 0.2693, 0.4304, 0.4892, 0.2313, 0.3133, 0.4747, 0.3461, 0.3890, 0.3791, 0.2594, 0.3526, 0.4712, 0.5160

***

Question: Number 1 is which compound?
Answer: C5H12N2O

***

Question: The lowest molar mass belongs to which entry?
Answer: C5H12N2O

***

Question: The highest molar mass belongs to which entry?
Answer: C46H50N11O2V